Entry 1:
{"formula": "C21H33CrF5N2O22S2", "method": "ωB97M-V/def2-TZVPD", "homo_lumo_gap_ev": [8.96, 9.77], "multiplicity": 5, "homo_ev": [-9.930, -10.218], "elements": ["H", "H", "H", "H", "H", "O", "H", "C", "O", "H", "O", "O", "H", "O", "O", "C", "F", "O", "C", "H", "Cr", "S", "O", "C", "O", "C", "O", "C", "C", "C", "H", "O", "H", "O", "C", "C", "H", "F", "C", "C", "O", "S", "F", "H", "C", "O", "F", "C", "N", "O", "H", "H", "O", "H", "O", "C", "O", "O", "C", "H", "F", "H", "H", "H", "H", "C", "C", "H", "H", "H", "H", "N", "H", "O", "C", "H", "O", "H", "C", "H", "C", "H", "H", "H", "O", "H"], "xyz": [[-3.619, -10.254, 20.558], [-7.748, -12.147, 21.501], [-9.036, -13.272, 26.785], [-5.394, -10.632, 20.848], [-7.379, -13.513, 27.492], [0.272, -14.917, 22.061], [-6.908, -18.155, 23.949], [-3.314, -10.770, 24.396], [-5.153, -13.945, 26.562], [-8.690, -16.345, 22.395], [-8.587, -12.048, 28.386], [-3.970, -12.636, 22.564], [-10.113, -16.026, 24.444], [-0.248, -15.520, 30.520], [-5.322, -19.004, 22.893], [-8.282, -15.896, 23.299], [-8.411, -11.321, 25.407], [-0.620, -17.574, 22.934], [-4.845, -18.030, 22.148], [-3.082, -18.225, 20.932], [-4.052, -14.854, 22.903], [-1.328, -16.663, 23.781], [-2.132, -14.451, 29.545], [-1.792, -10.860, 24.406], [-7.941, -10.051, 29.252], [-7.527, -11.727, 26.375], [-4.030, -16.813, 28.388], [-1.079, -13.574, 27.671], [-7.948, -10.851, 28.376], [-9.076, -16.365, 24.512], [-4.612, -18.066, 20.069], [-3.043, -18.319, 27.074], [-0.944, -13.723, 26.601], [-0.786, -16.358, 25.067], [-4.023, -17.921, 27.622], [-2.444, -14.001, 28.252], [-2.808, -14.866, 27.685], [-2.674, -17.491, 24.152], [-6.229, -20.015, 24.815], [-4.366, -10.987, 20.862], [-5.239, -18.448, 27.541], [-0.784, -14.505, 22.941], [-6.910, -16.981, 27.177], [-5.695, -15.609, 28.695], [-0.800, -14.803, 29.545], [-0.507, -13.633, 24.045], [-1.548, -13.486, 21.941], [-7.725, -12.318, 22.577], [-4.644, -14.454, 25.572], [-0.212, -14.434, 28.372], [-8.704, -12.095, 22.992], [-8.660, -15.927, 25.420], [-7.236, -10.674, 27.243], [-1.401, -9.908, 24.040], [-3.727, -10.491, 23.058], [-4.010, -11.474, 22.228], [-5.211, -15.363, 24.902], [-3.577, -14.028, 25.075], [-5.332, -16.613, 28.910], [-5.252, -18.071, 24.709], [-0.791, -12.279, 28.022], [-6.858, -18.126, 28.857], [-7.148, -20.465, 24.439], [-6.423, -19.908, 25.883], [-5.347, -20.632, 24.665], [-5.971, -18.668, 24.152], [-6.198, -17.627, 28.150], [-3.232, -13.253, 28.207], [-7.023, -11.629, 23.044], [-1.330, -11.065, 25.370], [-1.434, -11.594, 23.684], [-2.173, -15.527, 23.040], [-5.310, -16.848, 29.975], [-6.258, -14.211, 22.463], [-8.168, -12.803, 27.239], [-3.564, -9.876, 24.968], [-4.875, -16.857, 22.465], [-9.157, -17.442, 24.653], [-4.131, -18.521, 20.939], [-7.244, -16.181, 23.464], [-7.345, -13.789, 22.788], [-6.594, -12.063, 25.918], [-4.265, -11.746, 20.087], [-3.792, -11.605, 24.908], [-8.354, -14.458, 23.292], [-4.139, -19.597, 20.787]], "atomic_forces_ev_per_a": [[-0.5, 0.5, 0.2], [0.1, 0.0, 0.0], [0.1, 0.0, -0.1], [0.1, 0.4, 0.0], [-0.3, -0.2, 0.2], [-0.8, -0.9, 1.5], [0.2, 0.3, 0.0], [1.2, 0.5, 1.5], [0.1, -0.3, 0.3], [0.1, 0.4, -0.3], [0.3, 0.2, -0.1], [-0.1, -1.1, 0.2], [0.0, 0.1, -0.1], [-3.1, 4.7, -6.1], [-0.5, 0.4, -0.5], [0.3, -1.0, 1.5], [0.0, 0.3, -0.1], [-0.3, 1.1, 0.1], [1.2, -1.0, 0.4], [-0.1, 0.3, 0.3], [-1.7, 0.2, 0.4], [-2.3, -5.9, 2.2], [1.8, -0.2, 0.8], [0.2, 0.1, -0.9], [-0.4, -0.3, -0.1], [0.4, -0.6, -0.3], [-0.2, 0.2, 0.0], [-1.0, -0.5, 0.6], [0.0, 0.4, 1.3], [-0.7, 0.6, 0.2], [0.1, 0.1, 0.0], [-0.7, -0.2, 0.2], [0.0, 0.1, 0.0], [0.1, 0.8, -0.9], [2.2, 0.9, -0.4], [0.1, -0.2, -1.7], [0.1, 0.1, -0.1], [0.5, 0.2, -0.1], [-0.4, 0.5, 0.2], [0.6, -0.2, -0.7], [-1.8, -1.0, 0.0], [-0.3, 4.7, -3.2], [-0.3, -0.4, -0.1], [0.2, 0.1, 0.2], [1.7, -4.2, 4.9], [-0.3, -1.6, -0.1], [-0.2, -0.2, 0.2], [-0.1, -0.5, 0.2], [-0.3, 0.2, -1.1], [0.1, -0.1, 1.2], [0.0, -0.1, -0.1], [0.1, -0.1, 0.0], [-0.2, -0.6, -0.8], [0.0, 0.1, 0.2], [-0.7, 0.1, -0.4], [0.2, 0.1, 0.1], [-0.4, -0.1, 0.5], [0.4, 0.5, 0.4], [-0.2, -0.3, 0.1], [-0.3, 0.2, 0.1], [0.1, 0.0, -0.2], [-0.2, -0.6, -0.7], [0.3, -0.3, -0.4], [0.3, 0.2, 0.0], [-0.2, -0.3, 0.1], [0.3, -0.8, 0.3], [1.1, 1.1, 0.7], [0.3, 0.2, 0.4], [0.3, -0.2, -0.1], [-0.3, -0.1, 0.1], [-0.1, -0.1, 0.3], [4.6, 1.4, 0.0], [-0.1, 0.3, 0.0], [0.6, -0.9, 0.1], [0.4, 0.6, 0.2], [-0.3, 0.0, -0.2], [-0.3, 1.0, 0.1], [0.4, -0.1, -0.3], [0.0, -0.2, -1.0], [0.0, 0.1, -0.4], [-0.2, 2.1, -0.2], [-0.2, 0.2, -0.2], [-0.2, -0.5, 0.4], [-0.2, -0.3, -0.7], [-0.3, -0.6, -0.5], [-0.3, 0.0, 0.4]], "mulliken_spin": [0.000, 0.000, 0.000, 0.000, 0.000, 0.001, 0.000, -0.002, 0.004, 0.000, 0.000, -0.067, 0.000, 0.000, 0.001, 0.000, 0.000, -0.002, -0.014, 0.002, 3.810, 0.020, 0.000, 0.000, 0.000, 0.001, 0.000, 0.001, 0.000, 0.000, 0.000, 0.000, -0.001, 0.002, 0.000, 0.001, 0.000, 0.003, 0.000, -0.001, 0.000, 0.016, 0.000, 0.000, 0.000, 0.004, 0.009, -0.003, -0.029, 0.000, 0.000, 0.000, 0.000, 0.000, 0.001, -0.007, 0.023, 0.059, 0.000, 0.004, 0.000, 0.000, 0.000, 0.000, 0.000, 0.001, 0.000, -0.001, 0.000, 0.000, 0.001, 0.039, 0.000, 0.097, 0.000, 0.001, 0.009, 0.000, -0.003, 0.003, 0.015, 0.000, 0.000, -0.001, 0.002, 0.000]}

Entry 2:
{"formula": "C21H33N2P2SbSe4W", "method": "ωB97M-V/def2-TZVPD", "e_above_lowest_kcal_mol": 0.0, "homo_lumo_gap_ev": [5.28, 5.05], "homo_ev": [-7.055, -7.052], "elements": ["H", "C", "Se", "H", "C", "H", "H", "H", "H", "H", "H", "H", "H", "H", "C", "H", "C", "C", "C", "W", "H", "H", "H", "H", "H", "N", "C", "H", "C", "H", "H", "Sb", "Se", "C", "H", "H", "C", "H", "Se", "Se", "H", "H", "C", "C", "H", "H", "C", "H", "C", "H", "C", "C", "C", "H", "C", "C", "P", "N", "C", "H", "P", "H", "C", "H"], "xyz": [[0.282, 0.251, -5.136], [-2.799, -0.419, 3.551], [-3.828, 2.881, -2.828], [-2.872, -0.643, 5.677], [0.131, 0.704, -4.155], [-0.440, -0.314, 5.952], [-0.885, 0.518, -3.810], [-4.041, 1.414, 0.119], [-0.413, -3.111, 0.347], [-3.224, -1.400, -1.601], [-0.503, -2.923, -3.282], [3.688, -2.409, 0.450], [-2.449, -1.505, -3.190], [0.233, 1.792, -4.227], [-0.048, -0.137, 3.865], [-1.943, -2.253, 0.616], [-3.435, 1.333, 1.023], [3.528, -1.364, 0.239], [-0.878, -0.319, 4.961], [0.629, 0.428, -0.468], [-3.871, -0.510, 3.427], [2.763, 1.886, 4.021], [0.576, -3.284, -1.956], [-2.092, -0.148, 0.269], [1.562, 1.863, 2.731], [2.624, 0.758, 0.282], [0.180, -2.467, -2.563], [3.009, 0.362, -4.701], [-2.399, -1.029, -2.210], [-2.517, 0.050, -2.319], [3.768, 0.206, -3.092], [-2.200, 4.575, -2.424], [-0.464, 4.736, -4.020], [-1.303, -2.711, -0.137], [1.086, 2.328, 4.367], [-4.071, 1.515, 1.891], [-2.021, -0.217, 2.412], [2.982, 1.728, -3.566], [-0.727, 2.180, -1.189], [-2.120, 5.753, -0.394], [5.351, -0.736, -0.850], [1.124, -1.861, 1.834], [1.348, -1.752, -3.267], [-2.243, -0.486, 4.811], [-3.528, -0.822, 1.033], [-1.843, -3.528, -0.619], [4.399, -0.485, -0.408], [1.332, -1.946, -4.341], [1.408, 0.196, 4.122], [2.295, -2.131, -2.880], [1.257, -0.897, 1.345], [2.481, -0.560, 0.730], [-0.628, -0.130, 2.575], [4.209, 1.709, -0.752], [1.722, 1.656, 3.790], [3.821, 0.774, -0.380], [-0.830, -1.455, -1.375], [0.287, 0.010, 1.481], [2.940, 0.642, -3.648], [-2.692, 2.131, 0.988], [1.357, 0.063, -2.976], [1.608, 0.002, 5.177], [-2.765, -0.040, 1.113], [2.090, -0.447, 3.568]], "atomic_forces_ev_per_a": [[0.0, 0.0, 0.0], [0.0, 0.0, 0.0], [-0.1, -0.1, 0.0], [0.0, 0.0, 0.0], [0.1, 0.1, 0.0], [0.0, 0.0, 0.0], [0.0, -0.1, 0.0], [0.0, 0.0, 0.0], [0.0, 0.0, 0.0], [0.0, 0.0, 0.0], [0.0, 0.0, 0.0], [-0.1, 0.0, 0.0], [0.0, 0.0, 0.0], [0.0, 0.0, 0.0], [0.0, 0.0, -0.1], [0.1, -0.1, -0.1], [0.0, 0.0, 0.0], [0.1, 0.0, 0.3], [0.0, 0.0, 0.0], [-2.1, 2.5, -2.5], [0.0, 0.0, 0.0], [0.0, 0.0, 0.0], [0.0, 0.0, 0.0], [0.0, 0.1, 0.0], [0.0, 0.0, 0.0], [-0.1, -0.3, -0.6], [-0.1, 0.0, 0.1], [0.0, 0.0, 0.0], [0.0, 0.0, 0.0], [0.0, 0.0, 0.0], [0.0, 0.0, 0.0], [-0.2, 0.2, -0.3], [0.1, 0.1, -0.2], [0.0, -0.1, -0.1], [0.0, 0.0, 0.0], [0.0, 0.0, 0.0], [0.2, 0.1, 0.0], [0.0, 0.0, 0.0], [2.1, -1.9, 1.3], [-0.1, 0.1, 0.1], [0.0, 0.0, 0.0], [0.1, -0.1, -0.2], [0.0, 0.1, 0.0], [0.0, 0.0, 0.0], [0.0, 0.0, 0.0], [0.0, 0.0, 0.0], [0.0, 0.0, 0.0], [0.0, 0.0, 0.0], [-0.1, 0.0, 0.0], [0.0, 0.0, 0.0], [0.1, -0.4, 1.9], [0.2, -0.4, -1.0], [-0.2, 0.0, 0.1], [-0.1, 0.0, -0.1], [0.0, 0.0, 0.0], [0.0, 0.5, 0.4], [0.5, 0.3, 0.5], [-0.3, -0.5, -0.2], [-0.1, -0.1, 0.0], [0.0, 0.0, 0.0], [-0.3, -0.1, 0.9], [0.0, 0.0, 0.0], [-0.1, 0.2, 0.0], [0.0, -0.1, 0.0]], "lowdin_charge": [0.060, -0.040, -0.157, 0.108, -0.268, 0.113, 0.013, 0.053, 0.043, 0.056, 0.084, 0.102, 0.056, -0.007, -0.161, 0.026, -0.085, -0.052, -0.037, 0.813, 0.121, 0.077, 0.077, -0.013, 0.059, -0.076, -0.363, 0.057, -0.237, -0.023, 0.028, -0.278, -0.151, -0.229, 0.083, 0.079, -0.161, 0.060, 0.236, -0.129, 0.101, 0.149, -0.382, -0.063, 0.115, 0.062, -0.108, 0.086, -0.194, 0.078, -0.233, -0.416, -0.138, 0.112, -0.072, -0.191, 0.767, -0.108, -0.233, 0.046, 0.739, 0.108, -0.255, 0.094]}

Entry 3:
{"formula": "C21H33O16", "method": "ωB97M-V/def2-TZVPD", "e_above_lowest_kcal_mol": 527.3, "total_charge": -1, "homo_lumo_gap_ev": 6.32, "homo_ev": -4.281, "elements": ["H", "H", "H", "H", "H", "O", "H", "H", "C", "H", "C", "O", "C", "O", "O", "C", "C", "O", "C", "C", "C", "H", "H", "H", "C", "C", "H", "O", "O", "H", "H", "H", "C", "C", "C", "C", "C", "H", "H", "O", "O", "H", "H", "H", "O", "O", "H", "H", "H", "H", "C", "H", "H", "O", "C", "O", "H", "C", "H", "H", "C", "H", "C", "C", "O", "H", "O", "H", "H", "O"], "xyz": [[-2.284, -1.682, -2.252], [2.582, -2.180, 1.333], [0.230, -1.917, 0.072], [0.169, -3.499, 1.566], [-0.931, -0.958, 1.003], [-1.723, -3.328, 2.750], [-3.521, -0.952, -1.738], [-1.309, -0.833, -0.506], [2.028, -2.586, 2.180], [1.309, -0.113, -0.328], [-2.920, -1.785, -1.373], [-3.106, 0.426, -1.585], [0.128, -1.786, -2.149], [2.713, 0.337, 2.124], [2.327, -2.057, 3.436], [2.548, 1.753, 1.950], [1.191, -1.931, 4.077], [-1.706, -2.646, 0.608], [-2.121, -1.464, -0.145], [-0.272, 1.077, 0.726], [1.382, 1.572, -2.327], [2.123, -0.155, -3.172], [-3.465, -2.728, -1.382], [1.552, 2.193, 1.907], [1.394, 0.053, -2.389], [-4.179, 0.894, -0.910], [-1.960, 0.183, 1.169], [-5.286, 0.473, -0.949], [-0.665, -2.629, -2.478], [-0.519, 0.549, -2.633], [4.251, 2.372, 0.710], [-2.167, 2.838, 0.126], [0.540, -2.563, 1.984], [-1.971, 1.271, -1.274], [-2.722, -0.544, 0.891], [1.729, -0.713, -1.136], [0.067, -1.395, 1.015], [-0.277, 2.165, -2.088], [-0.034, 0.861, 1.768], [-3.951, 2.058, -0.464], [0.195, -2.524, 3.274], [-1.544, 1.848, -3.341], [2.378, 1.993, -2.189], [-0.868, 0.307, 0.238], [-1.037, 2.262, 0.660], [3.367, 0.660, 0.070], [2.334, 3.753, 0.242], [-1.482, 0.709, -0.478], [0.731, 2.025, -1.579], [1.463, 2.553, -0.725], [-2.662, 2.434, -0.758], [3.047, 2.913, -1.248], [2.807, -0.846, -1.042], [0.172, -0.497, -2.651], [-2.046, -2.533, 1.907], [3.171, -1.438, 0.779], [0.603, 1.213, 0.091], [-1.050, 1.482, -2.441], [1.014, 1.925, -3.290], [2.418, -3.603, 2.217], [3.105, -0.233, 0.972], [-3.662, -0.078, 0.596], [3.236, 2.011, 0.544], [2.443, 2.840, -0.343], [1.115, -1.457, 5.238], [3.120, 2.226, 2.748], [1.058, -1.911, -1.298], [-2.655, 3.266, -1.462], [0.801, -0.593, 1.091], [-2.747, -1.339, 2.060]], "atomic_forces_ev_per_a": [[-0.2, -0.9, 0.3], [-2.8, -2.8, 3.5], [-0.6, 0.6, 1.7], [0.3, 0.1, 0.0], [3.0, -0.8, 2.0], [-3.0, 0.8, -1.5], [-0.9, -2.8, 1.1], [0.2, -1.6, -0.5], [-1.3, -5.2, -0.2], [0.3, -1.0, -0.5], [-1.2, -1.8, -1.4], [-0.4, 3.7, -0.9], [-2.4, -1.0, -3.0], [-0.5, -0.3, -0.3], [0.4, 1.3, 0.3], [1.7, 1.0, -0.9], [-1.0, 0.3, 2.9], [-2.2, -0.6, -1.6], [-2.0, -0.8, -1.4], [-0.8, 4.8, 1.3], [1.6, -0.5, -1.5], [-0.1, -0.5, -0.4], [0.4, -0.2, 0.2], [-0.3, -0.9, 0.3], [2.4, 0.9, 0.5], [-0.8, 0.7, -3.1], [-1.5, 0.7, 0.0], [-1.5, -2.3, 0.1], [1.8, 0.8, -0.1], [-2.8, 3.1, -0.3], [0.0, 0.2, -0.3], [-1.5, 0.1, -0.8], [1.5, 0.3, -2.3], [-0.5, -0.7, -1.1], [0.2, -0.6, 1.0], [1.7, 2.2, -1.2], [2.8, -1.4, 2.3], [-3.6, 0.5, -0.9], [0.2, -0.4, 0.0], [-0.9, 1.9, 1.8], [-0.2, 2.7, 6.5], [-0.3, 0.3, 0.0], [-0.2, -1.3, -0.9], [2.7, -0.1, 1.7], [5.7, -2.0, 2.8], [1.3, 1.0, -1.2], [0.1, 0.6, -0.5], [-1.6, 1.6, -2.7], [1.6, -1.2, -0.5], [1.2, 0.5, 2.3], [-0.2, 4.6, -0.7], [0.2, 1.4, 0.4], [-1.1, -0.6, -0.6], [0.6, -5.8, -1.9], [-1.0, 0.2, 0.2], [6.8, 7.9, -5.1], [0.5, -0.2, 0.5], [-2.4, 1.6, 0.5], [0.3, 0.1, -0.1], [-0.4, -0.7, 0.2], [0.2, -0.7, 1.7], [0.1, -0.9, 1.1], [-0.4, -1.6, 2.9], [0.6, 2.0, 0.1], [-0.6, -1.7, -4.1], [-0.1, 0.0, 0.0], [2.9, -1.9, 0.3], [-0.6, 0.0, -0.9], [-0.4, -0.8, 0.7], [-0.5, -2.0, 1.7]], "lowdin_charge": [0.077, -0.108, 0.090, 0.161, 0.042, 0.152, 0.056, 0.093, -0.130, 0.090, -0.004, -0.028, -0.530, 0.111, 0.105, -0.025, -0.443, 0.037, -0.286, -0.314, -0.077, 0.169, 0.105, 0.119, -0.247, -0.697, 0.117, 0.161, 0.173, -0.026, 0.158, 0.050, -0.274, -0.281, -0.069, -0.116, -0.034, 0.044, 0.115, 0.151, 0.046, 0.118, 0.074, -0.003, -0.306, 0.079, 0.125, 0.043, 0.031, 0.041, -0.164, 0.090, 0.147, 0.053, -0.496, 0.169, 0.059, 0.001, 0.125, 0.140, -0.512, 0.144, -0.251, -0.060, 0.070, 0.136, 0.118, 0.135, 0.060, 0.097]}